1.
Formula: C2H8N2O
Source: the OMol25 dataset
Level of theory: ωB97M-V/def2-TZVPD

Results
E_LUMO   0.98 eV
ΔE to the lowest compared entry with this formula, charge and spin   39.9 kcal/mol
Net charge   0
HOMO-LUMO gap   10.2 eV
SMILES   [H]/N=C/N.CO

```
13
Properties=species:S:1:pos:R:3:forces:R:3
H -1.79464 -1.09335 -1.66120 0.2 -0.3 0.4
N -1.28196 -0.80790 -0.81832 -0.8 3.3 -1.3
C -1.52922 0.50363 -0.72932 0.9 -2.0 3.1
N -0.98581 1.19439 0.35897 0.6 -3.1 -0.9
H -2.31286 1.04335 -1.26769 0.5 0.0 -0.3
H -0.31310 0.67899 0.97852 -0.9 0.4 -1.1
H -1.13349 2.12766 0.55983 -0.6 1.9 0.0
C 2.30607 -0.21272 0.40478 0.0 -0.1 -1.5
O 1.04828 -0.74877 0.70716 -1.2 -0.4 -0.4
H 2.36149 0.02610 -0.71808 0.4 -0.5 1.6
H 3.04574 -0.93506 0.77871 0.3 0.4 -0.6
H 2.44559 0.72736 0.93142 0.0 0.2 0.1
H 0.52831 -1.03576 -0.09616 0.5 0.4 1.0
```
Positions in Å, forces in eV/Å.


2.
Formula: C6H10O3S2
Source: the OMol25 dataset
Level of theory: ωB97M-V/def2-TZVPD

Results
E_LUMO   -0.17 eV
ΔE to the lowest compared entry with this formula, charge and spin   17.0 kcal/mol
Net charge   0
HOMO-LUMO gap   9.2 eV

```
21
Properties=species:S:1:pos:R:3:forces:R:3
C -1.72131 1.16141 -0.10283 -1.4 0.8 -0.9
C -0.25239 1.03465 0.16610 1.6 -2.2 -1.6
C 0.04196 -0.82955 0.05761 -0.4 3.1 0.8
C 0.62313 1.77292 -0.93734 -0.3 0.8 3.5
C -0.16393 -1.43773 -1.32194 1.3 -0.6 0.7
C 1.39706 -1.15405 0.68660 0.5 -1.3 -1.7
O -2.19992 2.08327 -0.73666 0.3 -1.6 1.2
O -0.83391 -0.65932 2.50238 0.8 0.2 2.7
O 0.12570 1.52218 1.40192 -0.1 0.0 -0.2
S -2.78211 -0.21992 0.52443 0.7 -0.1 -0.5
S -1.13501 -1.46032 1.34005 -1.5 1.2 -2.8
H 0.08430 2.38979 -1.63553 -0.4 -0.4 -0.5
H 1.27002 1.02151 -1.30763 0.8 -0.3 -0.9
H 1.18895 2.52359 -0.28990 -0.3 -1.1 -1.0
H -0.82617 -0.87692 -1.97302 -0.2 -0.2 0.0
H -0.45756 -2.52468 -1.20825 0.2 1.1 -0.4
H 0.88014 -1.39739 -1.71473 -1.0 -0.3 -0.4
H 2.27177 -1.23468 -0.09002 -1.6 0.6 1.5
H 1.24059 -2.19628 1.02378 0.7 0.2 0.3
H 1.58568 -0.52075 1.53719 0.4 0.2 0.1
H -0.33699 1.00225 2.07778 0.0 -0.2 0.3
```
Positions in Å, forces in eV/Å.


3.
Formula: C9H15NO2S
Source: the OMol25 dataset
Level of theory: ωB97M-V/def2-TZVPD

Results
E_LUMO (spin up / spin down)   0.52 / -2.22 eV
ΔE to the lowest compared entry with this formula, charge and spin   49.1 kcal/mol
Net charge   0
<S²>   2.02
Multiplicity   3
HOMO-LUMO gap (spin up / spin down)   7.2 / 6.9 eV

```
28
Properties=species:S:1:pos:R:3:forces:R:3
C 0.44296 1.51394 -0.02108 2.1 0.9 0.4
C 0.78281 0.25528 -0.14865 1.3 1.9 0.3
C -1.00289 1.84459 0.00128 -0.3 0.4 0.7
C 0.15253 -0.91129 -0.54932 -3.8 -2.4 1.7
C -1.79433 0.70666 -0.53692 -1.4 -0.1 -2.2
C -1.42797 -0.67787 -0.13486 1.4 -2.1 1.3
C -1.63360 -0.97150 1.40853 1.2 1.1 1.8
C -2.20584 -1.75370 -0.88981 0.2 2.6 0.1
C 3.22361 0.02947 -0.35533 1.9 1.2 0.4
N 3.43347 1.32436 0.14876 1.2 -0.2 2.3
O 3.38862 2.28953 -0.61079 -0.2 -0.2 -0.6
O 3.72107 1.46317 1.39606 -0.6 -0.7 -1.7
S 3.74549 -1.31488 0.51384 -0.5 0.0 -0.4
H 1.23308 2.34826 0.10864 -1.6 -1.5 0.0
H -1.32454 1.95627 1.03938 0.2 0.5 0.2
H -1.19987 2.78366 -0.52288 -0.1 -0.1 0.0
H 0.07373 -1.08815 -1.59361 0.6 -0.1 -1.1
H 0.27896 -1.88165 -0.01343 0.9 0.7 -0.4
H -2.83583 0.80990 -0.29940 -0.8 0.4 0.3
H -1.82412 0.74254 -1.66486 0.4 -0.1 0.8
H -1.48466 -1.96453 1.94510 0.2 0.5 -1.8
H -2.65074 -0.74385 1.70551 -0.4 0.3 -0.2
H -0.99067 -0.31689 2.10554 -0.8 -0.5 -1.3
H -2.12065 -2.64015 -0.39441 0.4 -2.6 1.2
H -1.81334 -1.82598 -1.86293 0.2 -0.3 -1.5
H -3.23916 -1.51407 -0.91484 -1.1 0.3 -0.2
H 3.16285 0.02502 -1.40546 -0.5 -0.2 -1.0
H 3.90900 -0.48815 1.54591 0.2 0.3 0.8
```
Positions in Å, forces in eV/Å.


4.
Formula: C8H24F2FeO4S4
Source: the OMol25 dataset
Level of theory: ωB97M-V/def2-TZVPD

Results
E_LUMO (spin up / spin down)   0.07 / 0.07 eV
ΔE to the lowest compared entry with this formula, charge and spin   21.3 kcal/mol
Net charge   0
<S²>   6.01
Multiplicity   5
HOMO-LUMO gap (spin up / spin down)   7.1 / 5.7 eV

```
43
Properties=species:S:1:pos:R:3:forces:R:3
Fe -0.67343 0.05943 -1.38864 -1.8 -0.5 -2.0
F -0.36016 -1.19736 -2.99467 0.2 0.4 0.6
F -2.30299 1.09505 -1.96061 0.7 -0.6 0.7
C -1.32900 2.52599 2.54595 0.0 -0.9 -0.7
S -0.12680 2.23865 1.20202 -0.4 0.3 -0.9
O -0.67343 1.07973 0.41195 0.1 0.6 1.8
C -0.50154 3.70447 0.20181 -0.4 0.8 0.9
H -1.20552 3.50683 2.99155 0.0 0.0 0.1
H -1.18700 1.69177 3.23332 0.3 0.3 0.3
H -2.31865 2.34518 2.12109 0.0 0.5 -0.2
H -1.57896 3.87280 0.16556 0.0 -0.5 -0.2
H -0.09675 3.63864 -0.79958 0.1 -0.4 -0.1
H -0.11331 4.59258 0.71379 0.3 -0.2 0.0
C 2.46547 0.17052 -3.47469 0.7 0.0 0.1
S 1.82937 1.75946 -2.89310 -0.2 -0.2 -0.1
O 0.53641 1.55170 -2.14579 1.3 0.9 -0.4
C 3.08501 2.19281 -1.64572 0.0 -0.7 0.6
H 1.89245 -0.16038 -4.33571 -0.4 0.1 0.2
H 2.48642 -0.59991 -2.70670 -0.5 0.1 0.1
H 3.50066 0.32585 -3.79649 -0.1 0.3 0.0
H 2.72073 3.07880 -1.13112 0.1 0.2 -0.3
H 4.07815 2.33573 -2.06890 -0.2 0.3 -0.4
H 3.21251 1.43432 -0.86539 -0.4 -0.2 -0.2
C -4.10826 -1.14087 0.55643 -0.3 -0.6 -0.1
S -2.42810 -1.38615 1.17089 -0.3 0.2 -0.4
O -1.57371 -1.49159 -0.05357 0.0 -0.4 0.3
C -2.63925 -3.10347 1.70776 -0.1 0.6 0.2
H -4.25443 -0.12161 0.20827 0.2 0.1 0.2
H -4.81973 -1.45588 1.32219 0.0 0.4 0.2
H -4.29597 -1.78843 -0.30422 0.4 -0.1 0.0
H -3.44381 -3.17179 2.44036 -0.2 0.0 -0.3
H -1.74116 -3.40702 2.24117 0.2 -0.1 -0.4
H -2.82459 -3.63947 0.77993 0.0 -0.4 0.2
C 2.58850 -2.94853 0.10723 0.7 -0.3 -0.8
S 2.16663 -1.19206 0.35718 -1.1 -0.9 0.4
O 1.13078 -0.81318 -0.65178 1.4 -0.4 0.5
C 1.29186 -1.40670 1.94385 0.4 0.7 -0.1
H 1.80561 -3.59416 -0.29176 -0.5 0.5 0.2
H 3.02649 -3.44162 0.97604 -0.1 0.4 0.3
H 3.36633 -2.96063 -0.66237 0.0 0.1 0.0
H 2.04284 -1.61732 2.70615 0.0 -0.1 0.0
H 0.49779 -2.14526 1.94310 0.1 -0.1 -0.4
H 0.87253 -0.41690 2.12316 -0.1 -0.1 0.1
```
Positions in Å, forces in eV/Å.


5.
Formula: C21H23FN4O2
Source: the OMol25 dataset
Level of theory: ωB97M-V/def2-TZVPD

Results
E_LUMO   0.51 eV
ΔE to the lowest compared entry with this formula, charge and spin   2.0 kcal/mol
Net charge   0
HOMO-LUMO gap   8.5 eV
SMILES   O=C([C@@H]1CCC(=O)N1Cc1cccnc1)N1CCN(c2ccc(F)cc2)CC1

```
51
Properties=species:S:1:pos:R:3:forces:R:3
O 2.46635 -0.83572 -0.61923 0.4 0.0 0.0
C 1.48624 -0.23235 -0.22902 -0.1 0.1 0.3
C 1.57047 0.71127 0.98275 0.1 -0.2 0.0
C 1.66316 2.18910 0.55489 0.0 0.1 0.0
C 3.16579 2.45563 0.50168 0.0 0.0 0.0
C 3.76092 1.43108 1.45650 0.0 0.4 -0.2
O 4.86767 1.43945 1.94175 0.4 0.0 0.1
N 2.81295 0.49592 1.68299 -0.5 -0.2 0.0
C 3.04798 -0.70320 2.45445 0.1 0.0 0.0
C 2.16617 -0.71247 3.67182 0.0 0.0 0.1
C 2.47222 0.07333 4.77827 -0.2 -0.1 0.0
C 1.60435 0.08482 5.85669 0.1 0.0 -0.1
C 0.45079 -0.68288 5.78098 0.1 0.1 0.2
N 0.14424 -1.42725 4.73276 -0.5 -0.3 0.1
C 0.98278 -1.44172 3.71155 0.4 0.1 -0.2
N 0.27740 -0.37189 -0.81802 -0.2 -0.2 -0.3
C -0.94602 0.33592 -0.52290 -0.2 0.4 0.0
C -1.39277 1.15133 -1.75432 0.0 -0.1 0.4
N -1.53686 0.29926 -2.91194 0.4 0.3 -0.1
C -2.76503 -0.28765 -3.19557 -0.4 -0.2 -0.2
C -3.92928 0.48989 -3.14218 0.1 -0.1 0.1
C -5.16136 -0.03582 -3.46966 -0.1 -0.3 0.0
C -5.24553 -1.35622 -3.87207 0.2 0.0 0.0
F -6.45109 -1.87686 -4.19459 0.1 0.0 0.0
C -4.11827 -2.14877 -3.95453 -0.4 0.1 0.0
C -2.88883 -1.61661 -3.61388 0.2 0.2 0.1
C -0.29806 -0.39713 -3.18077 0.1 -0.3 0.1
C 0.15211 -1.23586 -1.97886 0.2 -0.1 -0.4
H 0.73322 0.51501 1.66372 0.1 0.1 -0.1
H 1.17656 2.37261 -0.40164 -0.1 0.0 0.0
H 1.19315 2.82078 1.31067 0.0 0.0 0.0
H 3.44092 3.46817 0.78936 0.1 -0.1 0.0
H 3.57612 2.25456 -0.48952 0.0 0.0 0.0
H 4.10334 -0.67640 2.73943 -0.1 -0.1 -0.1
H 2.86373 -1.58161 1.82775 0.1 0.1 0.0
H 3.37853 0.66196 4.78344 0.1 0.1 0.0
H 1.81480 0.67650 6.73411 0.0 0.0 0.1
H -0.26417 -0.70420 6.59290 0.0 0.1 0.1
H 0.69497 -2.07324 2.87895 0.1 -0.1 -0.2
H -1.72725 -0.39951 -0.28969 0.0 0.1 0.1
H -0.82407 0.99947 0.32969 0.0 0.0 0.0
H -0.63750 1.91272 -1.97979 -0.1 0.0 0.1
H -2.33112 1.65052 -1.52280 0.1 0.0 0.0
H -3.87126 1.53055 -2.86457 0.0 0.1 0.0
H -6.05220 0.57048 -3.42709 -0.1 0.1 0.0
H -4.20537 -3.17523 -4.27391 0.0 -0.1 0.0
H -2.02628 -2.26000 -3.67501 0.1 0.0 0.0
H 0.46628 0.36282 -3.38037 0.0 -0.1 0.0
H -0.39924 -1.01226 -4.07317 0.0 0.0 0.0
H -0.58641 -2.01456 -1.75983 0.0 0.0 0.0
H 1.12477 -1.69375 -2.16222 -0.2 0.0 0.0
```
Positions in Å, forces in eV/Å.


6.
Formula: C3H8N4S
Source: the OMol25 dataset
Level of theory: ωB97M-V/def2-TZVPD

Results
E_LUMO   0.74 eV
ΔE to the lowest compared entry with this formula, charge and spin   36.7 kcal/mol
Net charge   0
HOMO-LUMO gap   8.8 eV
SMILES   [H]/N=C/N(S)/C(C)=N/N

```
16
Properties=species:S:1:pos:R:3:forces:R:3
H 0.72454 -0.46452 -3.61396 -0.4 0.6 0.8
N 0.33576 0.11508 -2.83945 0.5 -0.6 -0.9
C 0.43159 -0.50550 -1.73947 0.2 -0.7 0.2
N 0.00350 0.07047 -0.57026 -0.2 0.3 0.4
S -0.54166 1.71936 -0.72369 0.1 -0.2 -0.5
C 0.06422 -0.55315 0.68561 0.1 0.1 0.4
C 0.35114 -2.03364 0.72844 -1.1 0.1 0.7
N -0.13971 0.16530 1.72969 0.0 -0.2 -0.7
N -0.07864 -0.49680 2.97155 0.5 -0.2 0.1
H 0.85181 -1.52096 -1.61135 -0.2 0.6 -0.1
H -0.62275 1.85744 0.59368 0.0 0.0 0.4
H -0.01219 -2.39899 1.71341 0.3 0.2 -0.7
H 1.39889 -2.24203 0.64366 0.6 -0.2 -0.1
H -0.19900 -2.55790 -0.05374 0.1 0.0 0.0
H 0.88377 -0.81356 3.15133 -0.5 0.1 -0.1
H -0.28660 0.20609 3.66788 0.0 0.0 0.0
```
Positions in Å, forces in eV/Å.